(1)
ORCA calculation (the ωB97M-V functional and the def2-TZVPD basis) on a structure of composition C3H8N3 at a distorted geometry.

The geometry in XYZ format:
```
14
Properties=species:S:1:pos:R:3:forces:R:3
C -0.342 -0.629 1.826 -0.7 1.2 1.5
C -0.086 -0.835 -0.325 1.4 -2.3 -1.8
C 1.138 1.182 -0.731 1.9 -0.3 -0.7
N 0.361 0.374 1.377 0.2 1.2 3.7
N -0.656 -1.401 0.746 0.6 0.4 0.1
N 0.581 0.213 0.121 -1.1 -1.7 -1.2
H -0.734 -0.671 2.928 0.9 -0.3 -2.6
H 0.065 -1.288 -1.377 -0.6 0.8 2.1
H -1.510 0.157 -1.056 -0.5 2.6 -1.1
H 0.376 1.633 -1.249 -2.2 1.2 -1.2
H 1.634 1.973 -0.210 0.7 0.0 0.5
H 1.704 0.656 -1.503 0.5 0.3 0.3
H -1.060 -2.297 0.786 -0.8 -1.1 -0.1
H -1.471 0.933 -1.332 -0.5 -2.0 0.6
```
Positions in Å, forces in eV/Å.

Results
Energy relative to the best compared isomer or geometry (same formula, charge and spin) ... 75.5 kcal/mol
E_HOMO ... -15.45 eV
Multiplicity ... 1
E_LUMO ... -3.938 eV
E_tot ... -283.04351 hartree
Charge ... +1

Charges computed using natural (NBO), reported in e: atom 1 (C): 0.18, atom 2 (C): 0.23, atom 3 (C): -0.42, atom 4 (N): -0.20, atom 5 (N): -0.48, atom 6 (N): -0.10, atom 7 (H): 0.29, atom 8 (H): 0.30, atom 9 (H): -0.03, atom 10 (H): 0.23, atom 11 (H): 0.27, atom 12 (H): 0.24, atom 13 (H): 0.46, atom 14 (H): 0.05

(2)
ORCA calculation (the ωB97M-V functional and the def2-TZVPD basis) on a cluster of 2 separate species, C3H8N3 in total at a distorted geometry.

The geometry in XYZ format:
```
14
Properties=species:S:1:pos:R:3:forces:R:3
C -0.583 -0.100 -1.373 -6.3 -2.3 3.4
C -0.172 -0.850 -0.176 2.5 -0.7 -0.4
C -1.321 1.043 0.817 0.8 1.6 -0.5
N 3.115 -1.337 0.435 0.8 0.8 -0.7
N 2.466 -0.737 -0.289 -0.6 -1.0 1.1
N -0.310 0.593 -0.099 0.5 0.9 -0.1
H -0.001 0.134 -2.120 3.4 1.0 -3.7
H -1.708 -0.215 -1.702 2.2 0.7 0.8
H -0.776 -1.474 0.514 0.3 0.7 -0.7
H -1.725 1.911 0.365 -0.5 1.4 0.1
H -2.089 0.355 0.779 -1.5 -1.6 0.9
H -0.769 1.255 1.728 -0.8 -0.2 0.5
H 3.453 -1.914 1.223 -0.9 0.1 -0.4
H 0.420 1.336 -0.102 0.2 -1.5 -0.3
```
Positions in Å, forces in eV/Å.

Results
Energy relative to the best compared isomer or geometry (same formula, charge and spin) ... 171.6 kcal/mol
E_HOMO (spin up / spin down) ... -11.33 / -12.89 eV
Multiplicity ... 1
E_LUMO (spin up / spin down) ... -4.797 / -3.659 eV
E_tot ... -282.89024 hartree
Charge ... +1

Charges computed using natural (NBO), reported in e: atom 1 (C): -0.24, atom 2 (C): -0.13, atom 3 (C): -0.40, atom 4 (N): -0.23, atom 5 (N): 0.12, atom 6 (N): -0.39, atom 7 (H): 0.22, atom 8 (H): 0.23, atom 9 (H): 0.23, atom 10 (H): 0.22, atom 11 (H): 0.22, atom 12 (H): 0.23, atom 13 (H): 0.47, atom 14 (H): 0.43